No. 1
{"formula": "C40H37Cl2F3N2O4S4SbSe2Ta", "method": "ωB97M-V with the def2-TZVPD basis set", "e_homo_ha": -0.301, "lumo_ev": -1.267, "de_lowest_kcal_mol": 19.18, "e_tot_ha": -9869.81400, "elements": ["Ta", "O", "C", "C", "C", "C", "C", "C", "C", "O", "N", "N", "C", "S", "C", "C", "S", "H", "H", "H", "H", "H", "H", "H", "H", "H", "O", "C", "C", "C", "O", "C", "Se", "C", "Se", "H", "H", "H", "H", "H", "H", "H", "H", "H", "H", "S", "C", "C", "C", "C", "C", "C", "S", "H", "H", "H", "H", "F", "C", "C", "C", "C", "C", "C", "Sb", "C", "C", "C", "C", "F", "C", "C", "C", "C", "C", "C", "F", "C", "C", "H", "H", "H", "H", "H", "H", "H", "H", "H", "H", "H", "H", "Cl", "C", "Cl", "H", "H"], "coordinates": [[-1.93315, 1.39011, -1.10636], [-1.13626, -2.66501, 0.89589], [-2.10254, -3.35410, 0.24264], [-2.18356, -4.70047, 0.66138], [-3.31400, -5.43235, 0.24959], [-4.32760, -4.89366, -0.56007], [-4.16182, -3.58354, -1.00273], [-3.00727, -2.80917, -0.68787], [-3.05708, -1.32242, -1.00508], [-2.20970, -0.51596, -0.46066], [-3.87705, -0.95130, -1.91273], [-3.65305, 0.40484, -2.12759], [-4.47114, 0.89156, -3.00153], [-4.28307, 2.41406, -3.77093], [-6.05330, 2.50562, -4.29008], [-6.45981, 1.06706, -4.73443], [-5.80638, -0.11379, -3.54848], [-1.09320, -1.75858, 0.58178], [-1.46532, -5.16650, 1.32991], [-3.41998, -6.54773, 0.42190], [-5.17253, -5.46347, -0.94858], [-4.89240, -3.06940, -1.64181], [-6.12058, 3.14547, -5.14650], [-6.65625, 2.82797, -3.46009], [-6.06584, 0.85455, -5.69290], [-7.58891, 0.89697, -4.76476], [-1.21402, 3.95995, 3.45010], [-2.27905, 3.98245, 2.46877], [-3.00403, 2.57359, 2.42805], [-3.60571, 2.40717, 3.83827], [-2.69962, 2.19620, 4.91674], [-4.12938, 2.56825, 1.35380], [-3.63011, 3.31321, -0.36907], [-2.06100, 1.42068, 2.16965], [-0.56687, 1.89584, 0.91029], [-0.48968, 3.40912, 3.12586], [-1.87056, 4.37374, 1.49054], [-2.99171, 4.70304, 2.92438], [-4.25022, 1.55457, 3.77039], [-4.19870, 3.33445, 4.11985], [-2.15306, 3.01789, 4.82017], [-4.93895, 3.22959, 1.69115], [-4.40583, 1.49029, 1.22977], [-2.63451, 0.53791, 1.71247], [-1.62592, 1.09724, 3.07188], [-1.13717, 3.32121, -2.48537], [-0.32066, 2.71764, -3.89286], [0.12290, 3.64108, -4.82937], [0.70090, 3.30936, -5.99991], [0.91468, 1.95388, -6.26102], [0.66821, 1.00381, -5.24501], [-0.01510, 1.35380, -4.04129], [-0.38837, 0.24983, -2.73356], [0.06156, 4.66964, -4.67876], [0.97526, 4.08499, -6.71168], [1.42797, 1.56312, -7.09438], [0.90644, -0.04926, -5.42582], [5.92713, -2.11440, 6.14118], [5.22752, -2.14348, 4.98960], [6.05879, -2.03689, 3.83606], [5.38771, -2.11173, 2.63842], [3.99478, -2.14098, 2.52364], [3.22544, -2.24933, 3.68591], [3.85795, -2.25446, 4.92579], [3.03201, -2.05253, 0.68611], [3.23100, 0.03648, 0.36420], [3.43632, 1.01284, 1.39056], [3.27908, 2.34234, 1.10068], [2.88895, 2.69235, -0.22506], [2.72699, 4.00598, -0.45878], [2.58595, 1.80816, -1.21575], [2.81977, 0.49134, -0.89730], [4.72367, -2.76691, -0.42707], [4.82678, -4.10679, -0.75090], [5.85105, -4.62637, -1.55656], [6.81688, -3.72103, -2.06441], [7.80525, -4.16113, -2.88312], [6.69989, -2.38923, -1.84157], [5.62426, -1.87637, -1.02697], [7.13619, -2.04951, 3.99727], [6.03573, -2.06926, 1.76557], [2.09886, -2.31758, 3.64806], [3.22171, -2.22897, 5.78981], [3.67696, 0.67756, 2.44243], [3.19482, 3.17224, 1.85066], [2.23779, 2.13141, -2.17530], [2.43904, -0.21808, -1.60164], [4.13985, -4.83432, -0.25762], [5.75627, -5.66434, -1.86500], [7.38863, -1.72659, -2.24491], [5.59215, -0.78769, -0.96664], [1.12856, 1.41239, 4.62891], [-0.07642, 0.22988, 5.21492], [0.38075, -0.35575, 6.86156], [-0.01599, -0.62178, 4.53813], [-1.01799, 0.67748, 5.19521]]}

No. 2
{"formula": "C32H26IN2O5PReS", "method": "ωB97M-V with the def2-TZVPD basis set", "e_homo_ha": [-0.511, -0.521], "multiplicity": 4, "charge": 2, "lumo_ev": [-6.306, -7.779], "de_lowest_kcal_mol": 0.00, "e_tot_ha": -2835.74545, "elements": ["Re", "C", "C", "N", "C", "C", "C", "O", "C", "C", "N", "C", "C", "C", "C", "C", "C", "I", "C", "O", "H", "H", "H", "H", "H", "H", "H", "H", "H", "H", "H", "H", "O", "S", "O", "O", "C", "C", "C", "C", "C", "C", "P", "C", "C", "C", "C", "C", "C", "C", "C", "C", "C", "C", "C", "H", "H", "H", "H", "H", "H", "H", "H", "H", "H", "H", "H", "H", "H"], "coordinates": [[-0.11252, -0.01552, -0.11604], [-4.35421, -0.44820, -1.75706], [-3.99861, 0.88526, -1.18652], [-4.96209, 1.76099, -0.97483], [-4.66657, 2.96986, -0.47989], [-3.39169, 3.39854, -0.17732], [-3.17020, 4.78364, 0.38665], [-2.21808, 5.53864, -0.35447], [-2.33941, 2.47099, -0.37213], [-0.97199, 2.89376, -0.17321], [0.04856, 2.10015, -0.11351], [1.36201, 2.67452, -0.06917], [1.68118, 3.77214, 0.71733], [2.96996, 4.28333, 0.68705], [3.94457, 3.70377, -0.11162], [3.64850, 2.58914, -0.88693], [2.35898, 2.09714, -0.84624], [1.84161, 0.39825, -1.96991], [-2.66288, 1.20368, -0.87102], [-1.71989, 0.25777, -1.10400], [-5.43432, -0.51188, -1.85539], [-3.99638, -1.25476, -1.11610], [-3.89750, -0.58290, -2.73851], [-5.51238, 3.62914, -0.32293], [-2.78678, 4.72124, 1.40784], [-4.12822, 5.30283, 0.44193], [-2.65914, 5.97679, -1.08921], [-0.79460, 3.96532, -0.13733], [0.93506, 4.21222, 1.36599], [3.21633, 5.13467, 1.30555], [4.94695, 4.10822, -0.12559], [4.41050, 2.12562, -1.49718], [1.18960, -0.28434, 1.49663], [0.09925, -0.67105, 2.49287], [0.16888, -0.07955, 3.76887], [-1.12421, -0.27637, 1.63946], [0.12002, -2.41552, 2.56886], [0.23424, -2.98879, 3.82560], [0.32826, -4.37232, 3.92359], [0.32247, -5.15021, 2.77921], [0.20666, -4.56065, 1.52385], [0.09154, -3.18395, 1.39782], [-0.07883, -2.48678, -0.27618], [1.42352, -3.02202, -1.13224], [1.44469, -3.38224, -2.47863], [2.65613, -3.63674, -3.10690], [3.84600, -3.53139, -2.40074], [3.82728, -3.17749, -1.05862], [2.62275, -2.92142, -0.42318], [-1.60024, -3.17342, -0.96165], [-1.91293, -3.02453, -2.31341], [-3.09414, -3.54487, -2.81484], [-3.99018, -4.18276, -1.96830], [-3.71198, -4.28374, -0.61349], [-2.52101, -3.78529, -0.10667], [0.25969, -2.36242, 4.70608], [0.41672, -4.83428, 4.89697], [0.40766, -6.22527, 2.85710], [0.19979, -5.18624, 0.63934], [0.53224, -3.50553, -3.04454], [2.66422, -3.93425, -4.14632], [4.78603, -3.74073, -2.89265], [4.75116, -3.10870, -0.50083], [2.62712, -2.64473, 0.62375], [-1.26104, -2.48346, -2.98768], [-3.32034, -3.44030, -3.86711], [-4.91158, -4.58853, -2.36320], [-4.41790, -4.75847, 0.05374], [-2.32316, -3.88313, 0.95131]]}

No. 3
{"formula": "C3H12N2O3", "method": "ωB97M-V with the def2-TZVPD basis set", "e_homo_ha": -0.343, "lumo_ev": 0.688, "smiles": "NCNCC=O.O.O", "de_lowest_kcal_mol": 43.24, "e_tot_ha": -456.70126, "elements": ["N", "C", "N", "C", "C", "O", "H", "H", "H", "H", "H", "H", "H", "H", "O", "H", "H", "O", "H", "H"], "coordinates": [[-2.23692, -0.12404, -0.91719], [-0.89351, 0.33994, -1.20459], [-0.42816, 1.08454, -0.05925], [0.98090, 1.38144, -0.14519], [1.71010, 1.50427, 1.16089], [2.73435, 0.94823, 1.46699], [-2.66491, -0.58350, -1.71137], [-2.80142, 0.65607, -0.60601], [-0.80342, 0.95124, -2.11006], [-0.27277, -0.54444, -1.36448], [-0.65564, 0.54436, 0.76898], [1.52686, 0.61830, -0.70163], [1.18674, 2.40994, -0.47176], [1.29835, 2.20878, 1.91225], [1.51583, -1.63475, 0.18142], [2.43523, -1.52907, -0.09811], [1.56121, -1.96603, 1.08481], [-1.61645, -2.27141, 1.22212], [-0.86826, -2.62285, 0.72463], [-1.70811, -1.37101, 0.86751]]}

No. 4
{"formula": "C36H32AsBiClP", "method": "ωB97M-V with the def2-TZVPD basis set", "e_homo_ha": [-0.508, -0.506], "charge": 2, "lumo_ev": [-7.688, -9.296], "e_tot_ha": -4642.26524, "elements": ["Bi", "Cl", "P", "C", "C", "C", "C", "C", "C", "C", "C", "C", "C", "C", "C", "C", "C", "C", "C", "C", "C", "H", "H", "H", "H", "H", "H", "H", "H", "H", "H", "H", "H", "H", "H", "H", "H", "H", "C", "C", "C", "C", "C", "C", "As", "C", "C", "C", "C", "C", "C", "C", "C", "C", "C", "C", "C", "H", "H", "H", "H", "H", "H", "H", "H", "H", "H", "H", "H", "H", "H", "H"], "coordinates": [[1.01349, -0.08946, -0.49490], [3.25691, -1.10287, 0.08758], [0.04482, -0.22666, -3.11944], [-0.72110, 1.37949, -3.61066], [-1.95417, 1.45753, -4.28392], [-2.46821, 2.70567, -4.66023], [-1.78264, 3.87236, -4.34109], [-0.60126, 3.80667, -3.60507], [-0.06243, 2.58162, -3.25493], [1.70043, -0.50799, -3.93616], [2.41267, -1.68782, -3.59924], [3.76761, -1.81300, -3.89850], [4.41035, -0.80956, -4.63684], [3.72042, 0.35620, -4.97972], [2.36603, 0.50950, -4.63659], [-1.02773, -1.59198, -3.73674], [-1.66942, -2.48921, -2.84646], [-2.36628, -3.58332, -3.38157], [-2.52723, -3.72645, -4.77235], [-1.98028, -2.78184, -5.64497], [-1.21979, -1.72984, -5.12446], [1.91101, -2.44654, -2.99424], [4.30936, -2.68173, -3.52916], [5.45950, -0.96437, -4.92574], [4.27157, 1.14459, -5.49154], [1.86905, 1.45113, -4.83807], [-2.54220, 0.55818, -4.45046], [-3.40906, 2.77966, -5.21956], [-2.15610, 4.84808, -4.66453], [-0.07961, 4.71795, -3.30070], [0.83959, 2.51915, -2.61931], [-1.58336, -2.32970, -1.76165], [-2.79635, -4.33344, -2.70276], [-3.09300, -4.57961, -5.15754], [-2.14705, -2.87398, -6.71694], [-0.78423, -1.01473, -5.81015], [-1.20021, 0.17987, 1.28739], [-1.05601, 0.32626, 0.54918], [-0.89586, 4.13712, 5.33420], [-0.01025, 4.21415, 4.25789], [0.28097, 3.07254, 3.49596], [-0.33580, 1.83957, 3.84041], [-1.20089, 1.75317, 4.93985], [-1.49385, 2.91594, 5.69377], [0.10313, 0.27569, 2.77756], [1.78186, -0.24141, 3.75906], [2.95480, 0.40979, 3.33524], [4.17110, 0.05311, 3.90269], [4.22827, -0.92590, 4.91190], [3.04534, -1.54589, 5.33811], [1.80711, -1.17685, 4.78205], [-1.44682, -0.89503, 3.24465], [-1.28310, -2.22874, 3.64939], [-2.43955, -2.99144, 3.86124], [-3.70364, -2.45919, 3.59574], [-3.84415, -1.16707, 3.10765], [-2.71001, -0.35981, 2.94272], [-1.14540, 5.01843, 5.88795], [0.45932, 5.16569, 4.00375], [0.99728, 3.11266, 2.66399], [-1.64328, 0.78259, 5.24310], [-2.17747, 2.85014, 6.53642], [2.89519, 1.16067, 2.54164], [5.09436, 0.51942, 3.54328], [5.17880, -1.20157, 5.33522], [3.11396, -2.32654, 6.08709], [0.89425, -1.67069, 5.14536], [-0.27545, -2.68021, 3.76948], [-2.34361, -4.03951, 4.18903], [-4.59595, -3.07965, 3.72361], [-4.81885, -0.77388, 2.83315], [-2.76689, 0.65291, 2.54889]]}

No. 5
{"formula": "C6H15NOSi", "method": "ωB97M-V with the def2-TZVPD basis set", "e_homo_ha": -0.332, "lumo_ev": 0.843, "smiles": "[H]/N=C(/[C@H](C)O)[Si](C)(C)C", "de_lowest_kcal_mol": 54.37, "e_tot_ha": -657.04889, "elements": ["H", "N", "C", "C", "C", "O", "Si", "C", "C", "C", "H", "H", "H", "H", "H", "H", "H", "H", "H", "H", "H", "H", "H", "H"], "coordinates": [[1.42147, 1.93985, -0.95299], [1.77593, 1.07929, -0.49588], [0.86924, 0.14723, -0.07490], [1.41975, -0.90978, 0.91311], [2.80240, -0.66509, 1.47650], [1.33707, -2.07481, 0.06337], [-1.06066, 0.35226, -0.46527], [-1.87363, 0.04092, 1.25746], [-1.36614, 2.13364, -1.25672], [-1.74451, -0.96227, -1.66536], [0.58477, -1.00243, 1.62088], [3.45543, -0.12854, 0.74343], [2.84379, -0.03426, 2.41406], [3.25084, -1.59867, 1.65870], [2.19833, -2.08840, -0.35970], [-1.19555, -0.72513, 1.60314], [-1.86725, 0.83657, 2.08607], [-2.93744, -0.26270, 1.13617], [-2.19129, 2.18928, -1.92620], [-1.42026, 2.84141, -0.40411], [-0.50406, 2.47212, -1.71133], [-2.02196, -0.57639, -2.65289], [-1.01567, -1.73036, -1.57443], [-2.76061, -1.27373, -1.43310]]}

No. 6
{"formula": "C4H14N3", "method": "ωB97M-V with the def2-TZVPD basis set", "e_homo_ha": -0.448, "charge": 1, "lumo_ev": -2.729, "de_lowest_kcal_mol": 32.21, "e_tot_ha": -324.81352, "elements": ["C", "N", "C", "H", "H", "H", "H", "H", "H", "H", "C", "C", "N", "N", "H", "H", "H", "H", "H", "H", "H"], "coordinates": [[0.73343, -1.60234, -0.86595], [1.16419, -0.88621, 0.35738], [2.63785, -0.82394, 0.47427], [1.25723, -1.16838, -1.71820], [0.98992, -2.65735, -0.81231], [-0.33108, -1.43862, -1.02515], [0.81415, -1.39762, 1.16308], [3.05313, -1.82617, 0.56019], [2.90770, -0.26374, 1.36184], [3.05473, -0.35625, -0.41126], [-2.19605, 0.91434, 0.32907], [-1.16353, 1.40712, -0.34592], [0.14928, 1.49829, 0.30488], [-3.51297, 0.91339, -0.10519], [-2.06446, 0.59435, 1.35644], [-1.17671, 1.66969, -1.39056], [0.01552, 1.84392, 1.25356], [0.66965, 0.33894, 0.35798], [0.72015, 2.21585, -0.13387], [-3.64035, 0.78389, -1.10089], [-4.08177, 0.24085, 0.39060]]}

No. 7
{"formula": "C19H14BrGaN7O8Se", "method": "ωB97M-V with the def2-TZVPD basis set", "e_homo_ha": -0.442, "charge": 1, "lumo_ev": -5.079, "de_lowest_kcal_mol": 0.00, "e_tot_ha": -8617.59061, "elements": ["Ga", "O", "C", "O", "C", "C", "C", "C", "C", "C", "N", "O", "O", "N", "O", "O", "H", "H", "H", "N", "N", "H", "H", "H", "H", "Se", "N", "C", "C", "C", "C", "N", "C", "N", "H", "H", "H", "Br", "C", "C", "C", "C", "C", "C", "C", "O", "O", "H", "H", "H", "H"], "coordinates": [[0.67055, -1.09473, 0.81655], [-2.60069, -1.21341, -0.30086], [-2.14734, -0.40195, 0.47207], [-1.04816, -0.62326, 1.17981], [-2.80412, 0.91812, 0.72978], [-4.08200, 1.14879, 0.23643], [-4.67693, 2.36933, 0.48272], [-4.05566, 3.37947, 1.19350], [-2.78627, 3.11608, 1.66774], [-2.15140, 1.90719, 1.45048], [-2.07849, 4.15296, 2.44588], [-2.57082, 5.25659, 2.47513], [-1.04631, 3.82454, 3.00126], [-6.04390, 2.61165, -0.03557], [-6.53903, 3.69202, 0.20135], [-6.57943, 1.69950, -0.62767], [-4.60143, 0.38965, -0.33046], [-4.54354, 4.32655, 1.36675], [-1.16024, 1.75432, 1.84348], [2.09328, -0.01236, 3.25471], [1.23694, -1.08958, 2.79215], [1.52794, 0.82964, 3.28043], [2.77095, 0.14976, 2.51526], [0.38752, -1.05098, 3.35036], [1.69864, -1.94970, 3.07327], [4.07959, -4.48069, 0.60135], [2.98253, -5.61876, -0.18298], [1.78832, -5.06042, -0.19313], [0.59984, -5.61125, -0.74657], [-0.53283, -4.85973, -0.70188], [-0.52132, -3.56148, -0.12457], [0.55689, -3.03784, 0.43000], [1.72254, -3.75560, 0.40183], [2.82924, -3.25369, 0.89205], [0.63025, -6.59602, -1.19477], [-1.46371, -5.21408, -1.12005], [-1.41434, -2.93958, -0.13684], [4.95472, 0.23209, -0.64539], [3.83682, 1.12818, -1.88423], [4.44389, 1.92087, -2.84219], [3.67100, 2.54773, -3.80748], [2.29813, 2.36537, -3.84327], [1.69083, 1.55560, -2.90087], [2.44906, 0.94997, -1.90086], [1.72865, 0.14832, -0.89320], [1.98634, 0.26306, 0.36725], [0.81600, -0.66459, -1.20226], [5.51813, 2.04173, -2.83413], [4.15408, 3.17557, -4.54501], [1.70344, 2.84707, -4.60737], [0.62187, 1.38798, -2.91995]]}

No. 8
{"formula": "C4H8N4O2", "method": "ωB97M-V with the def2-TZVPD basis set", "e_homo_ha": -0.335, "lumo_ev": 0.268, "de_lowest_kcal_mol": 165.15, "e_tot_ha": -526.46859, "elements": ["C", "C", "C", "C", "H", "H", "H", "H", "H", "H", "H", "H", "N", "N", "N", "N", "O", "O"], "coordinates": [[0.33064, 0.40648, 1.01202], [-0.48351, -0.84436, 0.91047], [-0.85008, -1.24485, -0.32436], [-0.41145, -0.27245, -1.38648], [2.38378, -1.99763, 1.61687], [1.74586, -1.58857, -0.10105], [2.31755, 0.80694, 1.14213], [-0.98888, -1.25046, 1.79367], [-1.68775, -1.98185, -0.75781], [0.00478, 1.72301, -1.91853], [-1.43461, 1.49181, 0.28791], [-2.72634, 2.03759, -0.99089], [2.11584, -1.13733, 0.80842], [1.71795, 0.06417, 1.25788], [-0.86642, 1.02156, -1.57636], [-1.48665, 2.08820, -0.84012], [-0.16244, 1.55410, 1.15031], [0.48174, -0.87636, -2.08407]]}